{
  "formula": "C41H56BrFO22",
  "method": "ωB97M-V with the def2-TZVPD basis set",
  "species": ["C", "C", "C", "F", "C", "C", "C", "C", "Br", "O", "C", "O", "O", "C", "C", "C", "O", "C", "C", "C", "C", "C", "C", "H", "H", "H", "H", "H", "H", "H", "H", "H", "H", "H", "H", "H", "H", "H", "H", "H", "H", "H", "H", "C", "C", "C", "O", "C", "O", "O", "H", "H", "H", "H", "H", "H", "C", "C", "C", "O", "C", "O", "O", "H", "H", "H", "H", "H", "H", "C", "C", "C", "O", "C", "O", "O", "H", "H", "H", "H", "H", "H", "C", "C", "C", "O", "C", "O", "O", "H", "H", "H", "H", "H", "H", "C", "C", "C", "O", "C", "O", "O", "H", "H", "H", "H", "H", "H", "C", "C", "C", "O", "C", "O", "O", "H", "H", "H", "H", "H", "H"],
  "xyz": [[2.40, -2.60, -1.55], [2.58, -1.29, -2.44], [1.36, -1.19, -3.46], [0.68, -2.43, -3.42], [0.45, 0.07, -3.30], [-1.03, -0.31, -3.81], [-2.06, -0.57, -2.66], [-2.68, 0.76, -2.04], [-1.48, -1.75, -1.20], [0.46, 0.69, -1.99], [0.24, 2.07, -2.00], [0.29, 2.82, -1.09], [0.00, 2.35, -3.36], [0.73, 1.37, -4.14], [2.16, 2.04, -4.26], [3.39, 1.10, -4.47], [3.59, 0.38, -5.43], [4.51, 1.11, -3.37], [5.85, 0.57, -3.68], [6.86, 0.56, -2.61], [6.62, 1.04, -1.25], [5.31, 1.60, -0.94], [4.31, 1.61, -2.00], [3.22, -2.56, -0.78], [1.43, -2.58, -0.99], [2.56, -3.54, -2.13], [3.51, -1.48, -3.05], [2.69, -0.42, -1.76], [1.82, -1.12, -4.49], [-1.43, 0.57, -4.39], [-1.00, -1.14, -4.58], [-2.95, -1.08, -3.14], [-3.73, 0.58, -1.64], [-2.74, 1.57, -2.81], [-2.08, 1.14, -1.17], [0.42, 1.24, -5.21], [2.13, 2.71, -5.17], [2.43, 2.74, -3.42], [6.08, 0.18, -4.69], [7.86, 0.14, -2.84], [7.37, 1.01, -0.43], [5.02, 1.99, 0.06], [3.29, 2.01, -1.74], [-1.36, 2.96, 1.03], [-1.98, 3.34, 2.35], [-1.06, 4.12, 3.25], [-1.53, 3.76, 4.55], [-2.10, 2.53, 4.44], [-2.40, 1.84, 5.37], [-2.26, 2.18, 3.14], [-2.10, 2.50, 0.38], [-0.95, 3.83, 0.52], [-0.56, 2.22, 1.17], [-2.92, 3.87, 2.19], [-1.14, 5.20, 3.09], [-0.01, 3.83, 3.16], [0.34, 0.33, 6.19], [1.71, -0.08, 5.71], [2.79, 0.06, 6.74], [3.95, 0.30, 5.95], [3.53, 0.87, 4.79], [4.25, 1.38, 3.99], [2.18, 0.79, 4.67], [-0.41, 0.11, 5.43], [0.07, -0.18, 7.11], [0.29, 1.41, 6.35], [1.67, -1.10, 5.30], [2.91, -0.85, 7.34], [2.64, 0.91, 7.42], [-4.09, -2.24, 4.26], [-3.64, -2.64, 2.88], [-4.51, -3.68, 2.23], [-3.59, -4.37, 1.38], [-2.35, -4.22, 1.93], [-1.39, -4.82, 1.59], [-2.37, -3.30, 2.93], [-3.49, -1.41, 4.63], [-5.14, -1.94, 4.27], [-3.96, -3.06, 4.97], [-3.54, -1.76, 2.24], [-5.32, -3.24, 1.66], [-4.93, -4.40, 2.94], [8.33, 6.78, -1.54], [7.78, 5.88, -2.63], [6.83, 4.83, -2.12], [7.00, 3.77, -3.06], [8.26, 3.89, -3.56], [8.81, 3.06, -4.22], [8.82, 5.08, -3.20], [8.92, 7.58, -1.98], [7.53, 7.23, -0.96], [9.00, 6.23, -0.88], [7.33, 6.48, -3.42], [5.79, 5.18, -2.12], [7.07, 4.46, -1.12], [-2.09, -8.01, 0.49], [-3.45, -8.59, 0.82], [-4.26, -7.72, 1.73], [-5.07, -8.66, 2.42], [-4.39, -9.84, 2.43], [-4.68, -10.79, 3.09], [-3.32, -9.79, 1.59], [-1.59, -8.62, -0.26], [-2.18, -6.99, 0.10], [-1.44, -8.00, 1.37], [-3.99, -8.83, -0.10], [-4.88, -7.01, 1.18], [-3.66, -7.17, 2.46], [-7.76, 0.80, -2.62], [-7.45, 1.26, -1.21], [-7.77, 2.71, -0.96], [-6.82, 3.07, 0.04], [-5.75, 2.25, -0.11], [-4.70, 2.41, 0.44], [-6.03, 1.22, -0.97], [-7.61, -0.27, -2.70], [-8.80, 1.03, -2.88], [-7.09, 1.27, -3.34], [-7.94, 0.61, -0.48], [-8.79, 2.85, -0.60], [-7.62, 3.35, -1.84]],
  "relative_energy_kj_mol": 238.6,
  "smiles": "CC[C@@H](F)[C@@]1(C[C@H](C)Br)OC(=O)O[C@H]1CC(=O)c1ccccc1.C[C@@H]1COC(=O)O1.C[C@@H]1COC(=O)O1.C[C@@H]1COC(=O)O1.C[C@@H]1COC(=O)O1.C[C@@H]1COC(=O)O1.C[C@@H]1COC(=O)O1",
  "orbital_gap_ha": 0.33377,
  "homo_ev": -9.214,
  "largest_force_ev_per_a": 4.3
}